Entry 1:
57
Properties=species:S:1:pos:R:3:nbo_charge:R:1 method="wB97M-V/def2-TZVPD" e_homo_ev="-15.669 / -15.665" homo_lumo_gap_ha="0.2205 / 0.2203" de_lowest_ev=2.5339 total_charge=+3
Hf -0.132 1.219 -0.689 2.150
N 0.389 -3.117 -2.260 -0.494
C -0.928 -3.410 -1.970 0.175
C -1.678 -4.564 -2.165 -0.215
C -2.972 -4.547 -1.693 -0.171
C -3.496 -3.411 -1.058 -0.187
C -2.744 -2.271 -0.861 -0.233
C -1.426 -2.269 -1.326 0.057
N -0.406 -1.315 -1.243 -0.607
C 0.657 -1.882 -1.800 0.400
C 1.990 -1.316 -1.813 0.046
C 3.120 -1.918 -2.289 -0.390
S 4.485 -0.942 -2.008 0.647
C 3.484 0.215 -1.267 -0.126
N 2.211 -0.091 -1.229 -0.561
H 1.019 -3.721 -2.763 0.445
H -1.251 -5.429 -2.655 0.249
H -3.592 -5.425 -1.804 0.253
H -4.520 -3.437 -0.712 0.240
H -3.175 -1.419 -0.356 0.219
H 3.226 -2.871 -2.782 0.273
H 3.888 1.129 -0.857 0.256
N -2.555 -1.718 4.484 -0.664
C -1.414 -0.886 3.975 -0.242
C -1.440 -0.720 2.445 -0.247
N -0.333 0.126 1.971 -0.834
H -2.534 -1.758 5.508 0.468
H -2.508 -2.681 4.142 0.453
H -3.461 -1.328 4.212 0.453
H -0.487 -1.364 4.289 0.239
H -1.480 0.090 4.454 0.239
H -2.372 -0.245 2.132 0.235
H -1.361 -1.692 1.954 0.224
H 0.552 -0.308 2.224 0.393
H -0.366 1.009 2.476 0.392
C -4.311 2.266 -1.343 -0.595
C -2.768 2.161 -1.475 -0.172
C -2.418 1.529 -2.839 -0.576
C -2.296 1.270 -0.344 -0.845
C -2.145 3.549 -1.367 -0.068
C -2.183 4.451 -2.433 -0.160
C -1.688 5.737 -2.293 -0.156
C -1.149 6.159 -1.080 -0.172
C -1.104 5.282 -0.013 -0.184
C -1.586 3.981 -0.153 -0.311
H -4.776 1.282 -1.414 0.220
H -4.720 2.899 -2.132 0.231
H -4.573 2.711 -0.385 0.228
H -2.719 0.481 -2.879 0.234
H -1.326 1.594 -3.037 0.150
H -2.928 2.038 -3.654 0.262
H -2.523 0.237 -0.649 0.185
H -2.623 4.173 -3.381 0.225
H -1.732 6.420 -3.130 0.249
H -0.795 7.174 -0.966 0.251
H -0.722 5.616 0.943 0.237
H -1.653 3.350 0.730 0.233

=====

Entry 2:
12
Properties=species:S:1:pos:R:3:mulliken_spin:R:1 method="wB97M-V/def2-TZVPD" multiplicity=2 e_homo_ev="-23.392 / -23.419" homo_lumo_gap_ha="0.2797 / 0.2342" de_lowest_ev=0.0000 total_charge=+3
C -3.063 1.328 0.493 0.001
C -3.645 0.774 -0.653 0.001
H -3.685 1.634 1.336 0.000
H -2.049 1.727 0.456 0.000
H -3.087 0.738 -1.589 0.000
H -4.726 0.642 -0.715 0.000
C -2.958 -0.672 0.553 -0.004
C -1.823 -1.280 0.282 0.015
H -3.806 -1.000 1.147 0.000
C -0.775 -1.942 -0.099 0.026
O 0.075 -2.793 0.007 0.026
In 1.585 -3.624 -0.368 0.936

=====

Entry 3:
6
Properties=species:S:1:pos:R:3:mulliken_charge:R:1 method="wB97M-V/def2-TZVPD" e_homo_ev=-9.679 homo_lumo_gap_ha=0.3267 de_lowest_ev=6.4510
C -0.972 0.697 0.147 0.679
C -1.803 1.470 -0.405 -0.997
C -0.386 -0.342 0.467 -0.208
C -0.370 -1.383 -0.171 -0.154
H -0.898 1.802 -0.191 0.354
H 0.134 -2.658 -0.449 0.326

=====

What energy values result from the calculations? In sequence: -42832.1494 -12444.9929 -4169.9819 eV.